Record 1
C5H16N2O | ωB97M-V/def2-TZVPD

Cartesian coordinates (Å):
C (2.83366, 2.12985, 0.39376)
C (2.82534, 0.65546, 0.16745)
N (0.51042, -0.02740, 0.66389)
C (0.20233, -1.39809, 0.33247)
C (-0.96739, -1.53230, -0.63067)
N (-2.11373, -1.12012, 0.15854)
C (-3.24292, -0.85016, -0.75158)
H (1.82343, 2.53011, 0.47493)
H (3.39186, 2.47917, 1.26663)
H (3.33463, 2.61000, -0.45378)
H (2.64094, 0.32455, -0.85113)
H (3.60662, 0.07179, 0.64975)
H (1.60871, 0.30948, 0.63496)
H (1.00857, -1.85213, -0.26820)
H (0.06253, -2.03323, 1.21365)
H (-1.09301, -2.56782, -0.94695)
H (-0.73236, -0.84992, -1.46420)
H (-1.77382, -0.16689, 0.42231)
H (-3.26500, -1.59261, -1.55101)
H (-3.11762, 0.13595, -1.20734)
H (-4.17457, -0.84106, -0.18853)
H (-0.36814, 0.57379, 0.35701)
H (-1.48326, 1.61803, 1.25835)
O (-1.51723, 1.39355, 0.31968)

E_HOMO = -0.294 Ha
HOMO-LUMO gap = 5.24 eV
charge = 0
calculated total energy = -384.59713 a.u.
energy relative to the best compared isomer or geometry (same formula, charge and spin) = 685.1 kJ/mol

Results of the natural (NBO) charge analysis, in e, for atoms 1 through 5: atom 1 (C): -0.6755, atom 2 (C): -0.2361, atom 3 (N): -0.5144, atom 4 (C): -0.2813, atom 5 (C): -0.2285

=====

Record 2
H12O26S5Zn4 | ωB97M-V/def2-TZVPD

Cartesian coordinates (Å):
Zn (9.02603, -12.48414, 12.05724)
Zn (11.47334, -16.64181, 16.94392)
Zn (5.96141, -18.27748, 16.82588)
Zn (9.16457, -9.55021, 18.48702)
S (9.60708, -17.73505, 20.63436)
O (10.05237, -18.90607, 21.36276)
O (10.65962, -16.85266, 20.22599)
O (9.03824, -18.05638, 19.33105)
O (8.66630, -16.96975, 21.42005)
S (9.22782, -17.73199, 12.63256)
O (10.37465, -17.67185, 13.53181)
O (9.47014, -18.76901, 11.66621)
O (8.10685, -18.06786, 13.48949)
O (8.98207, -16.37632, 12.10524)
S (10.31207, -7.27481, 11.36263)
O (11.22716, -7.62169, 10.30340)
O (10.91735, -6.50505, 12.46722)
O (9.19442, -6.50410, 10.80996)
O (9.71278, -8.51738, 11.88118)
S (12.85467, -12.16947, 15.43432)
O (11.95644, -11.39862, 16.33213)
O (14.00219, -11.35742, 15.11665)
O (13.31527, -13.36730, 16.14404)
O (12.08861, -12.56414, 14.26695)
S (7.20982, -13.63278, 16.57542)
O (7.23308, -12.54692, 17.52048)
O (7.23056, -13.05698, 15.21789)
O (8.44863, -14.26376, 16.79185)
O (6.22392, -14.68465, 16.63666)
O (2.28806, -12.39701, 15.44168)
H (3.13420, -12.84080, 15.38397)
H (2.36486, -11.65496, 14.84195)
O (8.14047, -7.71680, 15.73307)
H (7.66408, -6.88661, 15.74093)
H (8.27773, -7.90595, 14.80484)
O (3.15577, -18.99113, 14.92074)
H (3.00324, -18.86125, 13.98474)
H (2.62389, -19.75412, 15.14697)
O (6.08838, -12.13826, 10.12233)
H (5.38340, -12.76795, 10.27301)
H (5.70041, -11.47593, 9.55046)
O (5.02837, -12.83429, 21.57979)
H (5.45940, -12.72180, 20.73257)
H (4.24253, -12.29069, 21.52331)
O (6.68504, -8.31694, 20.58172)
H (5.79494, -8.64307, 20.71436)
H (6.72420, -7.51041, 21.09573)

E_HOMO = -0.134 Ha
HOMO-LUMO gap = 2.00 eV
charge = -2
calculated total energy = -11070.83777 a.u.
energy relative to the best compared isomer or geometry (same formula, charge and spin) = 0.0 kJ/mol

Results of the natural (NBO) charge analysis, in e, for atoms 1 through 5: atom 1 (Zn): 0.4754, atom 2 (Zn): 0.6096, atom 3 (Zn): 0.2062, atom 4 (Zn): 0.2073, atom 5 (S): 2.5308

=====

Record 3
C30H36BF6N8O2PPbS2Sb | ωB97M-V/def2-TZVPD

Cartesian coordinates (Å):
Pb (1.43353, -2.08409, -0.86915)
C (4.46214, -0.97630, -5.80509)
N (3.59713, -1.74289, -4.89256)
C (2.70309, -2.67860, -5.26915)
C (1.84453, -2.90758, -4.22368)
N (2.15953, -2.03622, -3.24940)
C (3.25200, -1.35756, -3.59203)
P (3.98052, -0.01354, -2.61511)
C (4.45780, -0.93732, -1.16310)
N (3.69271, -1.67256, -0.40533)
C (4.46547, -2.15243, 0.54789)
C (5.75700, -1.74429, 0.40060)
N (5.77748, -0.92452, -0.70959)
C (6.94410, -0.15611, -1.09631)
C (2.45588, 0.84090, -1.95742)
N (1.40312, 0.19792, -1.45470)
C (0.47806, 1.15985, -1.13342)
C (1.01176, 2.41128, -1.40185)
N (2.24161, 2.15869, -2.01850)
C (3.21989, 3.12487, -2.38197)
H (4.20087, 0.07208, -5.68373)
H (4.16694, -1.23243, -6.87669)
H (5.43058, -1.30496, -5.63744)
H (2.79880, -3.16577, -6.22312)
H (1.02682, -3.60139, -4.12621)
H (4.02858, -2.86471, 1.31995)
H (6.62711, -1.83882, 0.95966)
H (7.68944, -0.93804, -1.13475)
H (7.09944, 0.68573, -0.44511)
H (6.84357, 0.18698, -2.17490)
H (-0.49834, 0.84264, -0.78542)
H (0.58519, 3.38465, -1.27160)
H (3.48743, 3.73821, -1.54340)
H (2.89405, 3.74003, -3.28024)
H (4.09946, 2.72017, -2.85164)
O (-2.24571, 3.18248, 0.52900)
S (-3.34414, 2.74146, 1.82991)
C (-2.37213, 1.26326, 2.22235)
C (-2.87188, 0.67828, 3.64431)
C (-3.15047, -0.78486, 3.52078)
C (-1.89886, -1.53751, 2.98006)
S (-2.07727, -2.26100, 1.35518)
O (-2.13685, -1.12130, 0.36207)
C (-3.70630, -3.03597, 1.44436)
C (-4.31721, -3.80042, 2.47148)
C (-5.57636, -4.30965, 2.24994)
C (-6.27930, -4.16182, 1.11512)
C (-5.67178, -3.48268, 0.05252)
C (-4.43191, -2.83927, 0.28873)
C (-4.76858, 2.16215, 1.06747)
C (-4.89503, 0.85356, 0.47978)
C (-6.10066, 0.47658, -0.11965)
C (-7.16858, 1.44692, -0.07557)
C (-6.98109, 2.71177, 0.40047)
C (-5.84828, 3.13267, 0.98212)
H (-1.39035, 1.58822, 2.40721)
H (-2.40219, 0.66229, 1.35278)
H (-3.74917, 1.21787, 3.92276)
H (-2.15064, 1.11584, 4.37868)
H (-3.94162, -0.90041, 2.77974)
H (-3.45854, -1.26487, 4.43954)
H (-1.48571, -2.32150, 3.51521)
H (-1.05037, -0.78559, 2.81650)
H (-3.88319, -3.91069, 3.45191)
H (-5.89246, -4.96402, 3.02744)
H (-7.24888, -4.54936, 0.99615)
H (-6.07507, -3.34498, -0.98995)
H (-4.04728, -2.12754, -0.49901)
H (-4.01782, 0.16720, 0.54185)
H (-6.18386, -0.59289, -0.37107)
H (-8.14444, 1.06474, -0.34832)
H (-7.77702, 3.43947, 0.37743)
H (-5.63971, 4.13003, 1.40327)
B (5.94551, 2.49715, 5.67724)
C (6.35988, 0.69947, 6.00625)
N (5.68216, -0.17442, 5.56663)
H (2.35711, 7.20489, -1.04498)
H (9.46377, 0.64416, -6.14226)
H (1.77552, 6.85728, -1.27052)
N (-3.33281, 4.33012, -1.25760)
C (-2.77216, 3.85674, -0.40685)
F (0.55462, 0.37318, 3.66053)
Sb (1.87428, 0.76086, 2.35837)
F (3.08962, -0.63056, 2.97396)
F (1.01115, -0.54460, 1.19938)
F (3.04369, 1.01357, 0.82649)
F (0.76323, 2.14667, 1.56066)
F (2.74786, 2.09313, 3.33468)

E_HOMO = -0.492 Ha
HOMO-LUMO gap = 7.01 eV
charge = +2
spin multiplicity = 2
calculated total energy = -3947.39241 a.u.
energy relative to the best compared isomer or geometry (same formula, charge and spin) = 701.1 kJ/mol

Results of the Mulliken charge analysis, in e, for atoms 1 through 5: atom 1 (Pb): 1.2742, atom 2 (C): -0.8829, atom 3 (N): 0.1795, atom 4 (C): -0.3048, atom 5 (C): -0.6845

=====

Record 4
C4H9NO | ωB97M-V/def2-TZVPD

Cartesian coordinates (Å):
C (-1.54707, -1.22666, 0.81506)
C (-1.50294, -0.42358, -0.25002)
C (-1.55227, 1.07257, -0.20683)
C (1.68072, 0.17504, -0.43248)
O (1.59779, -0.72873, 0.55466)
N (2.96973, 0.48391, -0.56956)
H (-1.65091, -0.82673, 1.82253)
H (0.65153, -0.93822, 0.64431)
H (-1.51655, -2.30889, 0.71523)
H (-1.40178, -0.87010, -1.23985)
H (-0.66720, 1.46450, -0.71366)
H (-2.44305, 1.46084, -0.71332)
H (-1.55550, 1.44079, 0.82379)
H (3.24647, 1.15938, -1.26042)
H (3.69104, 0.06590, 0.01057)

E_HOMO = -0.318 Ha
HOMO-LUMO gap = 9.81 eV
charge = 0
calculated total energy = -287.73508 a.u.
energy relative to the best compared isomer or geometry (same formula, charge and spin) = 255.7 kJ/mol

Results of the natural (NBO) charge analysis, in e, for atoms 1 through 5: atom 1 (C): -0.4737, atom 2 (C): -0.1337, atom 3 (C): -0.6679, atom 4 (C): 0.2528, atom 5 (O): -0.7256

=====

Record 5
C19H17BrI2N3ORu | ωB97M-V/def2-TZVPD

Cartesian coordinates (Å):
Ru (-1.17385, -0.01629, -0.90779)
I (1.46816, -5.66390, 2.70342)
C (0.42260, -4.30449, 1.63875)
C (0.38642, -4.39226, 0.22603)
C (-0.37663, -3.51259, -0.48772)
I (-0.33597, -3.38532, -2.53600)
C (-1.21843, -2.56706, 0.21527)
O (-2.10782, -1.88336, -0.36285)
C (-0.99929, -2.36759, 1.61124)
C (-1.69853, -1.15297, 2.12786)
N (-1.37959, 0.04647, 1.28310)
C (-2.34724, 1.13019, 1.49951)
C (-1.93252, 2.27968, 0.65477)
C (-2.25282, 3.59046, 0.94020)
C (-1.91364, 4.58155, 0.03497)
C (-1.24708, 4.22855, -1.12760)
C (-0.93083, 2.90531, -1.33748)
N (-1.26099, 1.93914, -0.45358)
C (-0.22336, -3.22896, 2.31706)
H (0.98042, -5.14380, -0.27631)
H (-1.42734, -0.95114, 3.16424)
H (-2.77728, -1.29877, 2.07168)
H (-0.44470, 0.36841, 1.52737)
H (-2.42627, 1.40261, 2.55346)
H (-3.33191, 0.77751, 1.17981)
H (-2.76969, 3.82627, 1.86085)
H (-2.17866, 5.61251, 0.22798)
H (-0.98340, 4.96435, -1.87375)
H (-0.41104, 2.59114, -2.22626)
H (-0.08891, -3.11518, 3.38600)
C (4.63208, -0.04067, -0.71664)
C (3.18368, 0.06148, -1.10646)
C (2.79320, 0.55231, -2.35687)
C (1.45501, 0.73942, -2.70400)
C (0.57800, 0.40289, -1.70499)
Br (-2.87316, 0.42671, -2.43114)
N (0.91020, -0.10430, -0.56617)
C (2.18313, -0.29796, -0.20991)
H (5.26781, -0.16851, -1.59013)
H (4.80646, -0.86709, -0.02950)
H (4.94435, 0.87724, -0.21537)
H (3.55766, 0.78939, -3.08759)
H (1.14848, 1.10171, -3.67423)
H (2.39328, -0.73305, 0.75876)

E_HOMO (spin up / spin down) = -0.524 / -0.542 Ha
HOMO-LUMO gap (spin up / spin down) = 6.23 / 5.92 eV
charge = +2
spin multiplicity = 2
calculated total energy = -4237.42831 a.u.
energy relative to the best compared isomer or geometry (same formula, charge and spin) = 60.9 kJ/mol

Results of the natural (NBO) charge analysis, in e, for atoms 1 through 5: atom 1 (Ru): 0.8199, atom 2 (I): 0.4434, atom 3 (C): -0.1297, atom 4 (C): -0.2595, atom 5 (C): -0.1980

=====

Record 6
C17H27ClN2O3 | ωB97M-V/def2-TZVPD

Cartesian coordinates (Å):
C (5.11870, 4.06622, 3.50291)
C (3.89955, 3.07723, 3.58012)
H (3.15713, 3.46063, 4.37733)
H (4.25027, 2.12026, 3.98350)
O (3.54461, 3.03047, 2.30626)
C (2.25035, 2.46788, 2.25309)
C (1.58135, 1.89346, 3.24633)
C (0.48777, 0.87678, 3.09666)
C (-0.08280, 0.87104, 1.85590)
C (0.49890, 1.61679, 0.70853)
C (1.53577, 2.31264, 1.16393)
O (2.37098, 3.00126, 0.19953)
C (1.97059, 3.05496, -1.38654)
H (1.67123, 2.05716, -1.66321)
H (0.89381, 3.44120, -1.27225)
H (2.44647, 3.84314, -1.83473)
H (0.06977, 1.67485, -0.35435)
C (-1.42579, 0.26229, 1.46654)
N (-1.56238, -0.37641, 0.10930)
H (-0.79224, -0.73795, -0.08803)
C (-2.63901, -0.96694, -0.18309)
C (-2.87658, -1.16143, -1.58660)
H (-3.86984, -1.66946, -1.87655)
C (-1.88402, -2.26103, -2.01987)
N (-2.05632, -3.29764, -3.15454)
C (-1.43405, -4.36692, -3.54355)
C (-1.77760, -4.92304, -4.91230)
H (-1.41505, -6.00906, -4.87582)
O (-1.72296, -4.02566, -5.89466)
C (-2.42039, -2.89632, -5.79439)
C (-1.94167, -2.29521, -4.39999)
H (-2.36528, -1.35463, -4.33629)
H (-0.88631, -1.96839, -4.59185)
H (-2.07951, -2.30526, -6.69498)
H (-3.41165, -3.07873, -5.66988)
H (-3.11845, -5.30542, -4.55425)
H (-1.47918, -5.09728, -2.63081)
H (-0.49102, -3.94490, -3.61757)
H (-1.82393, -3.16588, -1.24847)
H (-0.83098, -1.90756, -1.95214)
H (-2.66877, -0.30499, -2.42983)
H (-3.69292, -0.02310, 0.09773)
H (-2.81767, -1.74228, 0.42102)
H (-2.19143, 0.91441, 1.62905)
H (-1.44090, -0.71829, 2.30355)
Cl (-0.35254, 0.05719, 4.22289)
H (1.97420, 1.69641, 4.16258)
H (4.92136, 5.03289, 3.00357)
H (5.87950, 3.46780, 2.89281)
H (5.68415, 4.20559, 4.64059)

E_HOMO = -0.300 Ha
HOMO-LUMO gap = 8.73 eV
charge = 0
calculated total energy = -1458.81406 a.u.
energy relative to the best compared isomer or geometry (same formula, charge and spin) = 1435.1 kJ/mol

Results of the natural (NBO) charge analysis, in e, for atoms 1 through 5: atom 1 (C): -0.6109, atom 2 (C): -0.0753, atom 3 (H): 0.1693, atom 4 (H): 0.1649, atom 5 (O): -0.4427